{"formula": "C20H23N3O4", "method": "ωB97M-V/def2-TZVPD", "symbols": ["O", "C", "N", "H", "C", "H", "H", "C", "C", "C", "C", "C", "C", "C", "H", "H", "H", "H", "H", "H", "H", "C", "C", "C", "C", "N", "C", "H", "C", "C", "H", "C", "H", "C", "H", "H", "O", "H", "H", "H", "H", "H", "C", "C", "H", "H", "N", "O", "O", "H"], "coordinates": [[-2.145, -1.966, 0.271], [-1.671, -0.853, 0.471], [-2.517, 0.225, 0.834], [-2.267, 1.021, 1.043], [-4.083, -0.210, 0.672], [-4.354, -1.192, 0.784], [-4.632, 0.201, 1.929], [-4.760, 0.732, -0.486], [-6.273, 0.495, -0.494], [-7.066, 1.338, 0.148], [-8.526, 1.340, 0.168], [-9.065, 0.072, -0.513], [-8.063, -1.127, -1.076], [-6.703, -0.611, -0.918], [-6.053, -1.434, -1.515], [-8.535, -1.888, -1.276], [-9.988, -0.377, -0.366], [-9.182, 1.809, 0.662], [-6.621, 2.405, 0.529], [-4.306, 0.393, -1.166], [-4.578, 1.775, -0.362], [-0.499, -0.376, 0.617], [0.084, 0.928, 0.366], [1.396, 1.144, 0.450], [2.416, 0.221, 0.148], [3.820, 0.303, 0.370], [4.771, -0.913, 0.445], [4.760, -1.210, -0.473], [6.050, -0.064, 0.630], [7.323, -1.063, 0.477], [8.186, -0.504, 0.840], [7.467, -1.121, -1.233], [6.852, -1.784, -1.533], [7.116, 0.196, -1.574], [7.997, 0.892, -1.610], [6.669, 0.550, -2.481], [6.303, 0.877, -0.735], [8.516, -1.341, -1.111], [7.035, -1.943, 0.869], [6.052, 0.691, 1.537], [4.709, -1.427, 1.500], [3.910, 1.301, 0.413], [1.806, -1.304, 0.557], [0.512, -1.651, 0.583], [0.083, -2.458, 0.573], [2.752, -2.148, 0.589], [1.904, 2.345, 0.162], [1.062, 3.136, 0.079], [3.037, 2.850, -0.027], [-0.704, 1.724, 0.232]], "energy_ev": -33750.7417, "relative_energy_kcal_mol": 603.88}

{"formula": "C20H23N3O4S", "method": "ωB97M-V/def2-TZVPD", "symbols": ["C", "C", "O", "C", "C", "C", "C", "C", "C", "H", "H", "N", "C", "O", "C", "C", "C", "C", "C", "C", "H", "H", "H", "S", "O", "O", "N", "C", "C", "N", "C", "H", "H", "H", "C", "C", "H", "H", "H", "H", "H", "H", "H", "H", "H", "H", "H", "H", "H", "H", "H"], "coordinates": [[7.751, 2.624, -0.371], [7.599, 1.125, -0.268], [8.564, 0.393, -0.236], [6.219, 0.587, -0.210], [5.077, 1.389, -0.220], [3.824, 0.818, -0.162], [3.673, -0.569, -0.093], [4.807, -1.378, -0.084], [6.056, -0.798, -0.141], [6.943, -1.414, -0.135], [4.700, -2.448, -0.031], [2.374, -1.071, -0.038], [1.960, -2.370, 0.042], [2.701, -3.326, 0.119], [0.471, -2.536, 0.055], [-0.423, -1.607, -0.471], [-1.777, -1.863, -0.424], [-2.278, -3.028, 0.124], [-1.393, -3.964, 0.635], [-0.032, -3.719, 0.597], [0.674, -4.440, 0.982], [-1.763, -4.885, 1.059], [-3.344, -3.185, 0.134], [-2.908, -0.658, -1.120], [-2.160, 0.553, -1.340], [-3.591, -1.240, -2.235], [-4.002, -0.534, 0.144], [-3.562, 0.323, 1.224], [-3.831, 1.799, 0.930], [-5.240, 1.990, 0.624], [-5.554, 3.390, 0.434], [-6.622, 3.491, 0.248], [-5.005, 3.839, -0.407], [-5.305, 3.935, 1.344], [-5.605, 1.196, -0.538], [-5.378, -0.282, -0.233], [-5.586, -0.892, -1.112], [-6.015, -0.596, 0.599], [-6.660, 1.368, -0.760], [-5.005, 1.470, -1.425], [-3.584, 2.394, 1.812], [-3.187, 2.116, 0.093], [-2.493, 0.152, 1.366], [-4.100, 0.020, 2.127], [-0.115, -0.689, -0.951], [1.653, -0.363, -0.058], [2.946, 1.449, -0.172], [5.156, 2.463, -0.273], [7.307, 3.106, 0.498], [8.808, 2.873, -0.417], [7.256, 2.991, -1.267]], "energy_ev": -44609.0200, "smiles": "CC(=O)c1ccc(NC(=O)c2cccc(S(=O)(=O)N3CCN(C)CC3)c2)cc1", "relative_energy_kcal_mol": 27.62}

{"formula": "C20H23N7SSbZr", "method": "ωB97M-V/def2-TZVPD", "symbols": ["Zr", "N", "C", "N", "C", "N", "N", "C", "N", "C", "C", "C", "C", "C", "N", "H", "H", "H", "H", "H", "H", "H", "H", "S", "C", "C", "C", "C", "C", "C", "C", "C", "C", "N", "H", "H", "H", "H", "H", "H", "C", "Sb", "C", "C", "H", "H", "H", "H", "H", "H", "H", "H", "H"], "coordinates": [[0.328, 0.078, -0.475], [0.914, 1.984, 2.490], [0.387, 0.772, 2.788], [0.312, 0.428, 4.039], [-0.250, -0.761, 4.320], [-0.297, -1.173, 5.559], [-0.815, -1.552, 3.359], [-0.687, -1.158, 2.139], [-0.036, -0.022, 1.734], [-1.310, -1.987, 1.074], [-2.175, -3.009, 1.409], [-2.746, -3.767, 0.392], [-2.430, -3.467, -0.925], [-1.562, -2.425, -1.188], [-1.000, -1.684, -0.214], [1.147, 2.548, 3.298], [0.546, 2.511, 1.716], [0.089, -0.610, 6.303], [-0.737, -2.054, 5.779], [-2.389, -3.189, 2.452], [-3.424, -4.576, 0.633], [-2.856, -4.033, -1.741], [-1.300, -2.166, -2.204], [-1.318, 1.344, -4.546], [-0.408, -0.037, -4.931], [0.190, -0.606, -3.842], [-0.059, 0.094, -2.627], [-0.892, 1.195, -2.880], [-1.430, 2.053, -1.848], [-2.237, 3.161, -2.109], [-2.748, 3.901, -1.066], [-2.480, 3.505, 0.250], [-1.682, 2.414, 0.456], [-1.123, 1.699, -0.560], [-0.361, -0.371, -5.958], [0.808, -1.489, -3.936], [-2.455, 3.429, -3.134], [-3.364, 4.770, -1.259], [-2.898, 4.042, 1.089], [-1.488, 2.065, 1.460], [5.209, -0.300, -0.195], [3.289, 0.093, 0.690], [2.349, -1.594, -0.437], [2.590, 1.490, -0.902], [5.107, -0.502, -1.259], [5.628, -1.166, 0.315], [5.868, 0.552, -0.039], [1.886, -1.271, -1.388], [1.659, -2.190, 0.169], [3.161, -2.259, -0.721], [2.776, 1.065, -1.889], [3.179, 2.403, -0.824], [1.536, 1.820, -0.816]], "energy_ev": -50173.1586, "charge": 3}

{"formula": "C20H23NO3", "method": "ωB97M-V/def2-TZVPD", "symbols": ["C", "H", "O", "C", "C", "C", "C", "C", "C", "H", "C", "H", "H", "C", "N", "C", "O", "C", "H", "C", "C", "C", "O", "C", "C", "C", "C", "C", "C", "H", "H", "H", "H", "H", "H", "H", "H", "H", "H", "H", "H", "H", "H", "H", "H", "H", "H"], "coordinates": [[1.199, -0.932, -3.407], [0.653, -1.084, -4.420], [1.545, -2.176, -2.909], [2.101, -2.325, -1.765], [2.439, -3.665, -1.527], [3.107, -3.820, -0.116], [3.304, -2.708, 0.760], [2.642, -1.586, 0.435], [2.216, -1.396, -0.852], [1.944, -0.267, -1.196], [2.814, -0.414, 1.603], [3.050, -0.868, 2.456], [3.481, 0.368, 0.883], [1.458, 0.420, 1.606], [0.300, -0.615, 1.736], [-0.630, -0.135, 2.339], [-0.924, 1.037, 2.680], [-1.751, -1.214, 2.304], [-1.546, -2.177, 2.757], [-2.351, -1.357, 1.011], [-2.902, -0.124, 0.335], [-1.547, 0.632, -0.239], [-0.807, 0.034, -0.780], [-1.643, 2.172, -0.381], [-1.747, 2.530, -1.602], [-1.676, 4.138, -1.834], [-1.908, 4.935, -0.953], [-2.230, 4.287, 0.616], [-1.968, 2.953, 0.610], [-2.199, 2.584, 1.586], [-2.441, 4.895, 1.411], [-2.053, 5.865, -0.954], [-1.428, 4.555, -2.779], [-1.271, 2.075, -2.671], [-3.229, 0.604, 1.080], [-3.673, -0.157, -0.179], [-3.469, -2.136, 0.963], [-1.527, -1.696, 0.345], [-2.603, -0.964, 3.091], [0.565, -1.467, 1.413], [1.327, 1.110, 0.549], [1.726, 1.152, 2.440], [3.553, -2.978, 1.811], [3.394, -4.806, 0.141], [2.466, -4.588, -1.987], [1.860, -0.140, -3.560], [0.378, -0.549, -2.850]], "energy_ev": -28732.4685, "relative_energy_kcal_mol": 337.01}